# C4H6N2O

C4H6N2O in the gas phase (the ωB97M-V functional and the def2-TZVPD basis, the Open Molecules 2025 dataset).

Results
* frontier orbital gap: 9.441 eV
* energy above the lowest of the compared OMol25 structures with the same formula, charge and spin: 4.208 eV
* E: -340.6403 a.u.
* highest occupied orbital energy: -8.60 eV
* charge: 0
* multiplicity: 1

Last column: Löwdin charge in e.
Element x y z (Å)
C  0.7546  -1.6793  1.2938  -0.0621
O  -0.2157  -0.6333  1.3145  -0.0419
C  -0.2828  0.1366  0.2401  -0.4295
N  0.5316  0.0155  -0.7708  0.0962
N  0.0487  1.0769  -1.6254  -0.0622
C  -1.1982  1.8081  -1.0934  -0.0436
C  -1.2866  1.1789  0.1073  -0.1141
H  0.6791  -2.1696  2.2649  0.0922
H  0.5303  -2.3874  0.4904  0.0931
H  1.7596  -1.2751  1.1445  0.0897
H  -0.0824  0.7210  -2.5733  0.1501
H  0.7633  1.8058  -1.6818  0.1483
H  -2.0014  1.4020  0.8892  0.0838

Cartesian forces, eV/Å:
0.19 -0.20 0.01
-0.12 0.16 -0.10
0.12 -0.01 -0.14
-0.25 0.09 0.29
0.06 0.16 -0.28
0.25 -0.34 0.39
-0.12 0.16 -0.11
0.02 0.07 -0.16
0.04 0.11 0.10
-0.14 -0.03 0.02
-0.11 0.03 0.16
0.03 -0.10 -0.05
0.04 -0.09 -0.14

***

# C4H6N2O

A molecular structure, C4H6N2O (the ωB97M-V functional and the def2-TZVPD basis, the Open Molecules 2025 dataset).

Results
* frontier orbital gap: 7.737 eV
* energy above the lowest of the compared OMol25 structures with the same formula, charge and spin: 5.720 eV
* E: -340.5847 a.u.
* highest occupied orbital energy: -7.33 eV
* charge: 0
* multiplicity: 1

Last column: Löwdin charge in e.
Element x y z (Å)
C  -0.9321  2.0233  1.1976  -0.0978
C  -0.3327  0.2799  0.3709  -0.2104
C  0.4190  0.2600  -0.7235  -0.1385
N  0.8318  -1.0430  -1.0824  -0.0298
C  0.3964  -2.0366  -0.3274  -0.1592
O  0.8950  -3.1868  -0.8181  -0.0059
N  -1.0261  0.5085  1.3480  0.0598
H  0.0847  2.4304  1.2914  0.0887
H  -1.5639  2.3416  2.0060  0.0711
H  -1.3568  2.3661  0.2385  0.0861
H  0.6154  1.1268  -1.3357  0.1069
H  1.3991  -1.1727  -1.9090  0.1427
H  0.5703  -3.8975  -0.2563  0.0862

Cartesian forces, eV/Å:
-0.26 0.63 0.42
-0.23 -0.29 0.24
0.07 -0.16 -0.09
0.11 -0.34 0.05
0.35 0.18 -0.56
-0.06 -0.19 0.22
0.38 0.20 -0.85
-0.20 -0.23 0.13
-0.10 0.61 0.21
0.05 -0.13 0.35
-0.28 -0.14 0.00
0.17 -0.15 -0.06
0.02 0.02 -0.07

***

# C4H6N2O

A molecular structure, C4H6N2O (the ωB97M-V functional and the def2-TZVPD basis, the Open Molecules 2025 dataset).

Results
* frontier orbital gap: 9.445 eV
* energy above the lowest of the compared OMol25 structures with the same formula, charge and spin: 2.379 eV
* E: -340.7075 a.u.
* highest occupied orbital energy: -8.62 eV
* charge: 0
* multiplicity: 1

Last column: Löwdin charge in e.
Element x y z (Å)
N  -2.2634  -0.3545  0.0846  0.0885
C  -0.8634  -0.2224  0.1339  -0.4838
C  -0.2401  1.0627  -0.1697  -0.0913
C  1.1372  0.7640  -0.3262  -0.0439
C  1.2381  -0.5759  0.0194  -0.4295
O  2.3799  -1.2835  0.1686  0.0712
N  0.0606  -1.1795  0.2910  0.1550
H  -2.6132  -1.0514  0.7343  0.0864
H  -2.5086  -0.6505  -0.8561  0.0933
H  -0.7716  1.9464  -0.5107  0.1277
H  1.9267  1.4401  -0.6316  0.1013
H  3.1158  -0.6735  0.0243  0.1087
H  -0.5980  0.7779  1.0381  0.2165

Cartesian forces, eV/Å:
-0.02 -0.41 0.07
-0.02 -0.05 -0.28
0.00 -0.10 -0.09
0.04 0.00 0.20
-0.09 0.11 0.00
0.06 0.06 -0.10
0.04 0.16 -0.04
0.16 -0.03 -0.11
-0.18 0.12 0.13
-0.02 -0.26 0.22
-0.12 -0.09 0.25
-0.09 -0.23 0.03
0.25 0.73 -0.28

***

# C4H6N2O

A molecular structure, C4H6N2O (the ωB97M-V functional and the def2-TZVPD basis, the Open Molecules 2025 dataset).

Results
* frontier orbital gap: 9.797 eV
* energy above the lowest of the compared OMol25 structures with the same formula, charge and spin: 3.962 eV
* E: -340.6493 a.u.
* highest occupied orbital energy: -9.10 eV
* charge: 0
* multiplicity: 1

Last column: Löwdin charge in e.
Element x y z (Å)
O  1.2976  0.8578  1.3651  0.0902
C  0.2670  0.1372  0.8391  -0.5919
N  -0.9982  0.0647  1.5184  0.1404
C  -0.9411  0.5308  0.0912  -0.1450
C  -0.7230  -0.7048  -0.7357  -0.1757
C  0.6504  -0.7141  -1.2843  -0.0993
N  0.4589  -1.1239  0.1069  0.0737
H  -1.0531  0.9023  2.1002  0.1061
H  1.7538  1.2968  0.6366  0.1094
H  -1.3414  1.4975  -0.1937  0.1375
H  -1.4771  -1.4319  -1.0226  0.1351
H  0.9394  -1.5366  -1.9322  0.1082
H  1.1667  0.2242  -1.4890  0.1111

Cartesian forces, eV/Å:
0.06 0.02 -0.04
0.00 0.07 0.04
-0.01 0.03 0.18
-0.07 0.17 -0.29
-0.31 -0.10 -0.15
0.15 0.05 -0.22
0.18 -0.05 0.21
-0.04 -0.10 -0.06
0.07 -0.06 0.15
0.07 -0.16 0.01
0.14 0.09 0.10
-0.10 0.12 0.08
-0.15 -0.09 -0.02

***

# C4H6N2O

C4H6N2O in the gas phase (the ωB97M-V functional and the def2-TZVPD basis, the Open Molecules 2025 dataset).

Results
* frontier orbital gap: 8.949 eV
* energy above the lowest of the compared OMol25 structures with the same formula, charge and spin: 0.969 eV
* E: -340.7593 a.u.
* highest occupied orbital energy: -8.15 eV
* charge: 0
* SMILES: Cc1c[nH]c(O)n1
* multiplicity: 1

Last column: Löwdin charge in e.
Element x y z (Å)
C  1.8702  0.5834  0.3438  -0.0557
C  0.6482  0.2144  -0.4228  -0.3601
C  0.2521  -1.0566  -0.6935  -0.0702
N  -1.1345  -1.0648  -0.5037  0.1173
C  -1.4507  0.2036  -0.1386  -0.4890
O  -2.6797  0.5241  0.2865  0.0967
N  -0.4502  1.0242  -0.1637  0.1439
H  2.1445  1.6362  0.2748  0.0721
H  2.7186  -0.0811  0.1793  0.0742
H  1.5052  0.4164  1.3653  0.0844
H  0.8194  -1.9542  -0.8954  0.1110
H  -1.6662  -1.8791  -0.2432  0.1533
H  -2.5769  1.4335  0.6111  0.1221

Cartesian forces, eV/Å:
0.25 0.08 0.00
0.10 -0.25 0.44
0.09 0.05 0.14
-0.20 0.09 -0.07
-0.01 -0.08 -0.07
-0.14 0.15 -0.17
-0.22 -0.30 0.29
0.09 -0.12 -0.22
0.01 0.15 -0.14
0.52 0.17 0.07
-0.16 0.13 0.11
-0.11 0.09 -0.30
-0.23 -0.17 -0.07

***

# C4H6N2O

C4H6N2O in the gas phase (the ωB97M-V functional and the def2-TZVPD basis, the Open Molecules 2025 dataset).

Results
* frontier orbital gap: 9.428 eV
* energy above the lowest of the compared OMol25 structures with the same formula, charge and spin: 1.776 eV
* E: -340.7296 a.u.
* highest occupied orbital energy: -8.62 eV
* charge: 0
* SMILES: [H]/N=C1/COC(=C)N1
* multiplicity: 1

Last column: Löwdin charge in e.
Element x y z (Å)
C  1.6737  1.2345  -1.1580  0.0508
C  0.8300  0.5619  -0.4171  -0.4406
C  -0.9472  -0.8057  0.2897  -0.4071
C  -0.2045  -0.3016  1.4711  -0.0804
H  1.3128  1.3713  -2.2120  0.0802
H  2.4739  1.7591  -0.6694  0.0616
H  -0.4906  -0.3753  -1.7236  0.1437
H  -2.6492  -1.5363  -0.4182  0.0713
H  -0.7151  0.4108  2.1713  0.1479
H  0.1889  -1.1442  2.0766  0.1370
N  -0.3808  -0.0835  -0.7728  0.1439
N  -2.0334  -1.4821  0.4470  0.1146
O  0.9417  0.3911  0.9153  -0.0229

Cartesian forces, eV/Å:
-0.78 0.43 -1.83
-1.69 -1.13 1.33
-2.05 1.10 -0.10
1.84 -0.06 1.28
1.05 0.07 1.08
0.24 0.07 -0.34
-0.26 -0.07 -0.27
1.34 -0.09 1.13
-0.04 -0.73 -0.97
-0.29 0.46 -0.25
0.09 -0.64 -0.21
0.32 0.57 -1.74
0.22 0.01 0.90

***

# C4H6N2O

C4H6N2O in the gas phase (the ωB97M-V functional and the def2-TZVPD basis, the Open Molecules 2025 dataset).

Results
* frontier orbital gap: 9.065 eV
* energy above the lowest of the compared OMol25 structures with the same formula, charge and spin: 0.609 eV
* E: -340.7725 a.u.
* highest occupied orbital energy: -8.12 eV
* charge: 0
* SMILES: Cc1cnc(N)o1
* multiplicity: 1

Last column: Löwdin charge in e.
Element x y z (Å)
C  -2.1652  0.4004  0.2760  -0.0289
C  -0.7649  -0.0722  0.1146  -0.3065
C  -0.2845  -1.1223  -0.5741  -0.1033
N  1.0957  -1.0589  -0.6718  0.1144
C  1.3857  0.0356  -0.0478  -0.4855
N  2.6486  0.5749  0.0207  0.1479
O  0.3353  0.7041  0.4748  0.1045
H  -2.4043  1.1523  -0.4844  0.0837
H  -2.8086  -0.4662  0.0932  0.0846
H  -2.4249  0.8079  1.2562  0.0797
H  -0.8519  -1.9126  -1.0427  0.1120
H  2.9151  1.0776  0.8539  0.0971
H  3.3239  -0.1204  -0.2685  0.1003

Cartesian forces, eV/Å:
-0.04 0.04 0.01
-0.07 -0.21 -0.32
-0.28 -0.05 0.00
0.09 0.22 0.20
0.10 -0.22 -0.13
-0.02 -0.02 0.07
0.06 0.00 -0.16
0.01 -0.01 0.16
0.04 0.17 0.04
0.24 -0.07 -0.04
0.05 0.03 0.09
-0.20 -0.05 -0.01
0.01 0.19 0.09

***

# C4H6N2O2

A molecular structure, C4H6N2O2 (the ωB97M-V functional and the def2-TZVPD basis, the Open Molecules 2025 dataset).

Results
* frontier orbital gap: 8.908 eV
* energy above the lowest of the compared OMol25 structures with the same formula, charge and spin: 9.210 eV
* E: -415.7022 a.u.
* highest occupied orbital energy: -8.30 eV
* charge: 0
* multiplicity: 1

Last column: Löwdin charge in e.
Element x y z (Å)
C  0.3826  -0.2309  -0.0718  -0.3728
C  -0.0013  -1.5929  -0.2656  -0.0087
C  -1.2820  -1.4150  0.0277  -0.0912
C  -1.9269  -0.0795  0.3657  -0.1018
H  3.2306  0.2826  0.0421  0.1632
H  0.8386  -2.4028  -0.7263  0.2049
H  -1.7153  -2.4018  -0.2643  0.1179
H  -2.2382  0.0982  1.4309  0.1296
H  -2.9093  0.2348  -0.0965  0.1290
H  0.5200  2.2655  -0.7882  0.2757
N  1.4036  0.5767  0.0884  0.0003
N  -0.7728  0.5942  -0.2966  -0.1372
O  2.4219  -0.3875  0.2653  -0.1485
O  -0.5690  2.0921  -0.0749  -0.1605

Cartesian forces, eV/Å:
0.91 7.21 -0.74
3.33 0.49 -0.14
-2.74 -5.77 -1.10
0.22 0.62 -1.01
-2.30 -3.08 1.01
-3.23 2.08 1.68
-1.49 1.10 0.92
1.51 -0.19 -0.33
1.14 -1.00 -0.42
-4.80 -1.13 3.32
-1.27 -4.02 0.04
-0.35 2.38 0.68
5.29 3.37 -0.99
3.78 -2.07 -2.92

***

Q: Among the records above, which one has the lowest highest occupied orbital energy?
A: number 4

***

Q: Which formula does entry 7 have?
A: C4H6N2O